The following is a quantum chemistry calculation of a structure of composition C4H8N in a non-equilibrium geometry, from the Open Molecules 2025 dataset.

Positions of all 13 atoms, in Å:
1 C 1.66 0.14 -0.26
2 C -1.84 0.46 -0.90
3 C -2.59 0.25 0.06
4 C 1.91 -0.68 0.94
5 N 0.66 0.60 -0.84
6 H 2.65 0.58 -0.61
7 H -1.95 0.48 -2.01
8 H -0.54 0.34 -0.77
9 H -2.16 0.37 1.03
10 H -3.63 0.20 -0.07
11 H 1.05 -0.51 1.55
12 H 1.90 -1.73 0.49
13 H 2.88 -0.50 1.40

The total energy comes out at -5753.8289 eV. As for the net charge: +1. As for the energy above the lowest of the compared OMol25 structures with the same formula, charge and spin: 181.3 kJ/mol. The value obtained for the strongest force on any atom is 5.61 eV/Å. As for the multiplicity: 3.

=====

The following is a quantum chemistry calculation of a cluster of 5 separate species, C2H13NO4 in total in a non-equilibrium geometry, from the Open Molecules 2025 dataset.

Positions of all 20 atoms, in Å:
1 C 1.30 -0.37 -0.38
2 C 1.99 -2.66 -0.64
3 N 1.05 -1.84 -0.52
4 H 1.44 0.04 -1.38
5 H 2.15 -0.37 0.29
6 H 0.56 0.28 0.07
7 H 1.73 -3.59 -1.14
8 H 3.02 -2.47 -0.33
9 H -0.46 3.11 -0.54
10 H -1.58 2.27 0.16
11 O -0.84 2.87 0.31
12 H -2.38 0.36 -0.33
13 H -3.51 0.52 0.63
14 O -2.92 1.05 0.08
15 H 0.33 1.99 1.66
16 H 1.52 2.07 2.60
17 O 1.27 1.73 1.74
18 H -0.83 -1.84 -0.48
19 H -2.26 -1.85 -1.11
20 O -1.58 -1.29 -0.72

The total energy comes out at -11954.6453 eV. As for the net charge: +1. As for the energy above the lowest of the compared OMol25 structures with the same formula, charge and spin: 163.8 kJ/mol. The value obtained for the strongest force on any atom is 3.14 eV/Å. As for the multiplicity: 2.

=====

The following is a quantum chemistry calculation of a structure of composition CH4N2OS in a non-equilibrium geometry, from the Open Molecules 2025 dataset.

Positions of all 9 atoms, in Å:
1 C -0.44 0.61 0.68
2 H 1.17 -0.84 1.66
3 H -0.04 0.30 2.78
4 H -1.08 0.66 -1.24
5 H 2.05 -0.72 -2.03
6 N 0.01 -0.17 1.71
7 N 0.14 0.47 -0.62
8 O -1.37 1.44 1.04
9 S 0.65 -1.04 -1.33

The total energy comes out at -16960.5123 eV. As for the energy above the lowest of the compared OMol25 structures with the same formula, charge and spin: 451.2 kJ/mol. The value obtained for the strongest force on any atom is 6.72 eV/Å.

=====

The following is a quantum chemistry calculation of a cluster of 7 separate species, C37H56BrF5O10 in total in a non-equilibrium geometry, from the Open Molecules 2025 dataset.

Positions of all 109 atoms, in Å:
1 C 2.97 -3.58 -1.34
2 C 1.75 -3.05 -1.53
3 C 0.58 -3.86 -2.01
4 O 0.07 -4.75 -1.38
5 O 0.13 -3.57 -3.25
6 C -0.62 -2.32 -3.29
7 C -0.82 -1.89 -4.72
8 C -1.28 -0.42 -4.81
9 C -0.23 0.49 -4.13
10 C -0.10 1.89 -4.72
11 C 1.24 2.57 -4.27
12 C 1.03 3.12 -2.88
13 C 0.41 4.35 -2.72
14 C 0.11 4.89 -1.48
15 C 0.46 4.17 -0.36
16 C 1.13 2.96 -0.50
17 C 1.45 2.41 -1.74
18 C 2.20 1.10 -1.79
19 C 3.76 1.24 -1.63
20 C 4.29 2.65 -1.88
21 C 5.82 2.72 -1.99
22 C 6.60 2.05 -0.83
23 C 7.12 3.14 0.14
24 C 1.47 2.29 0.82
25 O 2.60 1.97 1.07
26 C 0.30 2.24 1.77
27 C -0.35 3.46 1.89
28 C -1.43 3.64 2.73
29 C -1.88 2.54 3.44
30 C -1.27 1.31 3.31
31 Br -2.11 -0.09 4.31
32 C -0.16 1.11 2.48
33 C 0.45 -0.26 2.29
34 F 0.49 -0.97 3.44
35 F 1.71 -0.26 1.82
36 C -0.38 -1.12 1.27
37 F -1.69 -0.89 1.33
38 F -0.17 -2.42 1.43
39 F 0.02 -0.78 0.02
40 C 0.13 4.61 1.03
41 O 0.21 5.74 1.43
42 H 3.86 -3.09 -1.74
43 H 3.15 -4.48 -0.77
44 H 1.59 -1.99 -1.31
45 H -0.07 -1.60 -2.69
46 H -1.57 -2.52 -2.78
47 H -1.61 -2.52 -5.14
48 H 0.07 -2.05 -5.34
49 H -2.25 -0.35 -4.33
50 H -1.32 -0.17 -5.87
51 H -0.47 0.56 -3.07
52 H 0.74 -0.01 -4.24
53 H -0.21 1.92 -5.81
54 H -0.88 2.50 -4.26
55 H 1.48 3.39 -4.95
56 H 2.06 1.85 -4.25
57 H 0.11 4.92 -3.59
58 H -0.41 5.84 -1.39
59 H 2.04 0.56 -2.72
60 H 1.84 0.49 -0.96
61 H 4.22 0.58 -2.37
62 H 4.04 0.85 -0.65
63 H 3.95 3.31 -1.07
64 H 3.87 3.02 -2.82
65 H 6.09 3.78 -1.98
66 H 6.13 2.35 -2.97
67 H 7.42 1.47 -1.25
68 H 5.97 1.38 -0.24
69 H 7.88 3.72 -0.37
70 H 7.52 2.67 1.04
71 H 6.27 3.78 0.41
72 H -1.91 4.61 2.80
73 H -2.75 2.67 4.08
74 C -4.45 -2.48 0.22
75 O -4.84 -1.10 0.35
76 H -5.16 -2.97 -0.44
77 H -3.45 -2.54 -0.20
78 H -4.46 -2.96 1.20
79 H -4.21 -0.69 0.94
80 C -2.56 -4.64 3.49
81 O -2.59 -4.11 2.16
82 H -3.54 -4.47 3.95
83 H -2.35 -5.71 3.47
84 H -1.80 -4.12 4.08
85 H -1.72 -4.27 1.78
86 C -1.40 -4.27 7.46
87 O -2.34 -5.04 6.71
88 H -1.01 -3.50 6.80
89 H -1.88 -3.79 8.32
90 H -0.58 -4.90 7.81
91 H -2.69 -5.72 7.30
92 C -4.36 2.34 -0.63
93 O -3.52 1.39 -1.27
94 H -4.11 3.32 -1.04
95 H -5.41 2.13 -0.83
96 H -4.19 2.36 0.45
97 H -3.75 0.52 -0.90
98 C 1.20 -6.77 1.20
99 O 1.94 -5.98 0.28
100 H 1.71 -6.73 2.16
101 H 0.19 -6.39 1.31
102 H 1.16 -7.81 0.87
103 H 1.49 -6.02 -0.56
104 C -5.81 2.96 3.29
105 O -5.07 3.29 4.46
106 H -5.57 1.93 3.02
107 H -6.88 3.03 3.47
108 H -5.54 3.62 2.46
109 H -5.28 4.20 4.69

The total energy comes out at -143378.0975 eV. The SMILES is C=CC(=O)OCCCCCCc1ccc2c(c1CCCCCC)C(=O)c1c(ccc(Br)c1C(F)(F)C(F)(F)F)C2=O.CO.CO.CO.CO.CO.CO. The value obtained for the strongest force on any atom is 2.29 eV/Å.